ORCA calculation (wB97M-V/def2-TZVPD) on 6 unconnected molecules or ions with the total composition C32H38F40NO6 at a distorted geometry.

The geometry in ORCA input format:
```
! RIJCOSX wB97M-V def2-TZVPD def2/J DEFGRID3
* xyz 1 1
F 4.695 -7.270 -1.084
F 5.920 -0.442 -4.980
F 2.047 -8.141 -4.619
F 1.114 0.393 -1.744
F -10.776 0.166 0.088
F 7.925 -0.256 -5.814
F 1.902 -6.388 -0.477
F 7.544 1.309 -3.705
F -2.657 4.889 9.666
F 2.592 -8.844 -1.220
F -0.281 -1.926 -1.748
F -1.025 0.761 10.841
F 6.813 2.888 -7.927
F 9.381 3.249 -8.463
F 0.126 -0.077 -3.630
F 4.191 -6.446 0.874
F -9.393 0.962 1.583
F -3.324 5.634 7.743
F -4.998 1.601 1.568
F 7.282 2.053 -9.869
F -8.392 0.158 -1.065
F -6.152 -0.491 2.849
F -7.061 1.916 2.207
F 0.369 -1.896 -5.492
F -3.576 0.451 9.979
F 3.913 -7.719 -3.582
F -9.546 1.840 -1.787
F -1.144 2.921 10.516
F -0.549 5.454 8.140
F 3.659 -1.295 -6.497
F -0.759 3.285 8.070
F 1.643 -3.238 -6.657
F 2.903 -10.098 -2.974
F -2.156 1.137 8.471
F -7.594 -0.753 1.228
F 9.306 1.565 -7.071
F 2.781 -4.422 -0.413
F 1.095 -2.788 -3.218
F 3.163 -2.350 -4.678
F 7.603 2.602 -5.467
O 6.952 0.672 -8.218
O -3.512 3.498 8.135
O 2.868 -5.534 -2.314
O -1.450 3.390 3.745
O 2.520 -0.233 -4.977
O -7.934 2.240 -0.377
N -1.749 1.239 0.763
C -6.628 1.801 -0.099
C 8.985 1.968 -8.313
C -1.874 1.807 10.728
C 2.015 -6.426 -3.067
C 2.704 -1.459 -5.570
C -6.316 1.264 1.308
C 0.974 -1.838 -2.288
C -9.974 1.203 0.392
C 6.897 1.639 -4.850
C 1.450 -1.956 -6.296
C -1.344 4.449 7.727
C -2.840 1.519 9.575
C -2.730 4.597 8.360
C 2.241 -9.018 -2.507
C -8.922 1.344 -0.713
C 0.626 1.457 1.542
C 1.164 -0.427 -2.844
C -1.270 2.256 4.551
C 4.295 -6.167 -0.443
C -2.233 0.940 -0.609
C 0.611 1.642 3.025
C 7.473 1.894 -8.550
C 6.745 0.376 -5.703
C -0.650 1.167 3.748
C 2.582 -7.821 -3.410
C -2.712 3.999 3.927
C -0.524 2.131 0.818
C 6.103 0.514 -7.097
C -3.854 2.606 9.185
C 2.482 -0.113 -3.572
C -6.394 -0.250 1.539
C 2.931 -5.662 -0.941
H -3.522 3.297 3.863
H -2.428 1.913 11.665
H -4.221 3.146 10.056
H 9.505 1.337 -9.036
H -2.466 1.683 1.319
H -0.689 2.459 5.429
H -2.348 1.812 -1.193
H -1.466 0.366 1.175
H 0.810 2.651 3.296
H 5.305 1.255 -7.095
H -0.762 3.100 1.186
H 1.266 -1.348 -7.184
H 1.513 1.914 1.173
H 1.697 -2.037 -1.492
H 2.646 0.949 -3.403
H 5.624 -0.439 -7.282
H 1.906 -5.926 -4.026
H -2.755 4.519 4.861
H 1.015 -6.473 -2.645
H -1.586 0.244 -1.073
H 0.672 0.431 1.224
H 1.167 -9.223 -2.554
H -10.566 2.117 0.462
H -2.836 4.697 3.137
H 3.324 -0.628 -3.111
H -1.412 0.762 3.113
H 5.048 -5.390 -0.591
H -6.268 1.123 -0.874
H -6.035 2.710 -0.187
H -3.166 0.444 -0.505
H -5.626 -0.761 0.945
H 5.910 2.034 -4.587
H -0.228 2.258 -0.194
H -0.400 0.397 4.437
H -1.424 4.486 6.639
H -4.704 2.060 8.785
H 1.420 1.072 3.418
H -2.209 1.881 4.899
*
```

Summary:
**E_HOMO**: -13.04 eV
**E_LUMO**: -2.78 eV
**Orbital gap**: 10.261 eV
**Energy relative to the best compared isomer or geometry (same formula, charge and spin)**: 23.22 kcal per mole

Here are the Löwdin charges for atoms 1 to 8, given in e: 0.115, 0.090, 0.107, 0.078, 0.116, 0.143, 0.149, 0.096

---

ORCA calculation (wB97M-V/def2-TZVPD) on 8 unconnected molecules or ions with the total composition C4H22NO10 at a distorted geometry.

The geometry in ORCA input format:
```
! RIJCOSX wB97M-V def2-TZVPD def2/J DEFGRID3
* xyz -1 1
O -2.907 0.602 0.640
O -1.408 2.812 1.194
O 1.428 -2.085 -2.639
O 1.153 2.369 0.720
O 1.140 2.806 -1.755
O 0.144 -4.254 1.300
O 0.575 0.507 -2.867
O 0.321 -1.645 1.858
O -2.276 -4.642 0.332
O 0.991 4.221 2.862
N 0.432 -0.057 0.207
C 1.259 -1.881 -1.240
C 0.534 -0.489 1.451
C -0.444 -0.114 -2.057
C 0.060 -0.939 -0.894
H 1.023 4.112 1.902
H 1.309 3.373 3.222
H 0.752 0.239 2.232
H -0.795 -1.546 -0.576
H 1.388 -1.218 -3.073
H -1.224 0.591 -1.799
H 0.324 -4.187 2.240
H 1.119 2.606 -0.726
H 0.260 -3.333 1.002
H -1.428 -4.603 0.841
H 0.919 -2.865 -0.914
H 0.376 0.949 0.060
H -3.455 1.043 -0.016
H 2.108 2.465 0.781
H -0.438 2.974 1.213
H -1.542 2.460 2.079
H -0.793 -0.847 -2.788
H 2.138 -1.439 -0.777
H 0.955 1.287 -2.384
H -2.236 1.317 0.696
H -2.156 -3.933 -0.311
H 0.393 3.346 -2.013
*
```

Summary:
**E_HOMO**: -6.55 eV
**E_LUMO**: 3.02 eV
**Orbital gap**: 9.570 eV
**Energy relative to the best compared isomer or geometry (same formula, charge and spin)**: 52.96 kcal per mole

Here are the Löwdin charges for atoms 1 to 8, given in e: -0.086, -0.083, -0.082, -0.374, -0.123, -0.074, -0.111, -0.040

---

ORCA calculation (wB97M-V/def2-TZVPD) on a gas-phase ion, C4H9N2O (charge -1) at a distorted geometry.

The geometry in ORCA input format:
```
! RIJCOSX wB97M-V def2-TZVPD def2/J DEFGRID3
* xyz -1 1
O 1.005 2.228 -0.751
N -1.150 0.326 0.412
N 0.512 1.212 -1.311
C -1.060 0.870 1.750
C 1.321 0.054 -1.172
C -0.567 -0.979 0.196
C 0.240 -1.082 -1.095
H -0.501 -0.674 -1.799
H -2.020 1.520 1.901
H 1.970 -0.141 -2.112
H 0.606 -2.035 -1.323
H -0.118 1.467 1.898
H -1.050 0.111 2.682
H 2.064 0.045 -0.252
H -1.382 -1.715 -0.047
H 0.130 -1.208 1.025
*
```

Summary:
**E_HOMO (alpha / beta)**: -1.49 / -2.27 eV
**E_LUMO (alpha / beta)**: 4.37 / 4.34 eV
**Orbital gap (alpha / beta)**: 5.856 / 6.612 eV
**Energy relative to the best compared isomer or geometry (same formula, charge and spin)**: 69.03 kcal per mole

Here are the Löwdin charges for atoms 1 to 8, given in e: -0.190, -0.176, -0.143, -0.292, -0.288, -0.391, -0.245, 0.091

---

ORCA calculation (wB97M-V/def2-TZVPD) on a molecular structure, C25H26AsCoN4OPS6 at a distorted geometry.

The geometry in ORCA input format:
```
! RIJCOSX wB97M-V def2-TZVPD def2/J DEFGRID3
* xyz -2 4
As 0.559 -0.149 -4.538
Co -1.790 -0.320 -2.210
S 0.234 1.257 -6.202
S -1.545 -1.102 -4.193
S -0.135 -3.095 1.197
S 1.915 -1.605 -5.052
S 0.553 0.754 -2.506
S -5.920 -2.097 -1.358
P 3.828 0.466 3.026
O -1.560 0.310 -0.445
N -2.949 1.259 -2.539
N -4.345 2.956 -2.264
N -1.121 -2.445 -1.184
N -3.464 -1.580 -1.994
C 6.169 0.447 4.530
C -1.919 -3.124 0.934
C -2.315 1.080 0.339
C 6.168 -0.824 2.469
C -2.556 2.069 2.538
C -3.598 2.001 -1.591
C 7.525 -0.998 2.609
C 0.005 -2.758 -0.539
C 8.245 -0.551 3.717
C -2.190 -2.644 -0.336
C 1.267 -2.805 -1.315
C -4.958 -1.309 -3.969
C -4.679 -1.631 -2.532
C 7.503 0.155 4.680
C -1.868 1.205 1.722
C 3.984 2.166 3.622
C -3.745 2.734 2.095
C -4.183 2.760 -3.667
C -3.494 -2.225 -0.742
C -4.740 -2.489 -0.239
C -3.416 1.856 -0.173
C 5.523 -0.002 3.403
C 3.841 0.605 1.139
C -3.324 1.705 -3.780
C -4.147 2.620 0.790
H 1.211 -3.551 -2.161
H 1.489 -1.816 -1.759
H -2.265 2.309 3.596
H -5.780 -0.623 -4.077
H -4.133 -0.874 -4.457
H 5.608 1.018 5.278
H -2.911 1.359 -4.723
H 3.597 -0.391 0.771
H -5.149 2.983 0.571
H -0.960 0.663 2.006
H 9.245 -0.886 3.750
H 4.845 0.848 0.705
H 4.952 2.673 3.322
H 2.039 -3.164 -0.614
H 3.063 2.689 3.209
H -4.419 3.252 2.788
H 8.017 -1.652 1.929
H 3.095 1.354 0.705
H -4.934 3.684 -1.844
H -5.195 -2.256 -4.474
H 3.986 2.094 4.705
H -4.670 3.259 -4.528
H 5.594 -1.510 1.821
H -4.959 -3.045 0.700
H -2.673 -3.482 1.692
H 7.952 0.413 5.647
*
```

Summary:
**E_HOMO (alpha / beta)**: -0.33 / -0.47 eV
**E_LUMO (alpha / beta)**: 3.65 / 3.64 eV
**⟨S²⟩**: 3.770
**Orbital gap (alpha / beta)**: 3.988 / 4.110 eV
**Energy relative to the best compared isomer or geometry (same formula, charge and spin)**: 8.81 kcal per mole

Here are the Löwdin charges for atoms 1 to 8, given in e: -0.485, 0.049, -0.382, 0.050, 0.958, -0.272, -0.080, 0.999